DFT (the ωB97M-V functional and the def2-TZVPD basis) results for a cluster of 2 separate species, C2H4Br3ClSi in total at a distorted geometry.

Geometry (Å):
H: -0.93 -0.12 1.12
H: 0.04 -0.45 -0.45
C: -0.46 -2.03 0.89
H: -0.28 -2.83 0.20
Br: -4.32 -1.73 -0.51
C: -0.52 -0.78 0.49
H: -0.52 -2.24 1.96
Br: -7.02 0.38 0.03
Cl: -4.28 0.28 2.28
Br: -4.10 1.65 -1.01
Si: -4.94 0.22 0.38

## Properties
Energy relative to the best compared isomer or geometry (same formula, charge and spin) ... 4.5 kcal per mole
Calculated total energy ... -8550.46334 a.u.
SMILES string ... Cl[Si](Br)(Br)Br.C=C
E_HOMO ... -0.358 Eh